# 1
A molecular structure, C33H57ClCoN2O2Si at a distorted geometry, computed with ωB97M-V with the def2-TZVPD basis set.

Last column: Mulliken charge in e.
Cartesian coordinates (Å):
O1 0.898 -2.108 -1.267  -0.055
O2 -1.923 -2.223 -5.917  -0.418
C1 2.100 -2.448 -1.987  -0.565
C2 2.796 -3.495 -1.203  -1.602
H1 2.697 -1.557 -2.233  0.118
H2 1.725 -2.793 -2.962  0.749
H3 2.849 -3.217 -0.169  0.203
H4 3.777 -3.580 -1.619  0.483
H5 2.278 -4.426 -1.278  0.399
C3 -0.126 -3.073 -1.461  -0.369
C4 -0.165 -3.800 -2.801  -1.804
H6 -1.068 -2.537 -1.236  0.294
H7 0.081 -3.767 -0.662  0.357
H8 -0.535 -3.238 -3.656  0.418
H9 -0.851 -4.616 -2.633  0.452
H10 0.786 -4.269 -3.057  0.493
C5 -2.999 -1.764 -5.072  0.296
C6 -1.174 -1.261 -6.670  0.269
C7 -3.645 -2.950 -4.417  -1.322
H11 -3.738 -1.214 -5.680  0.520
H12 -2.591 -1.071 -4.319  -0.174
H13 -3.914 -3.686 -5.166  0.341
H14 -4.542 -2.685 -3.890  0.421
H15 -2.973 -3.415 -3.708  0.194
C8 -0.748 -1.786 -8.035  -1.448
H16 -0.266 -1.047 -6.072  0.007
H17 -1.742 -0.319 -6.821  0.298
H18 -0.110 -2.664 -7.932  0.328
H19 -0.190 -1.038 -8.585  0.394
H20 -1.621 -2.043 -8.629  0.349
H21 0.164 0.243 -1.774  -2.988
N1 1.562 0.912 0.777  1.177
C9 1.509 2.168 1.222  0.367
C10 0.370 2.978 1.138  -1.665
C11 -0.924 2.509 0.869  0.761
C12 2.684 2.824 1.887  -1.638
H22 3.589 2.797 1.266  0.261
H23 2.913 2.370 2.866  0.215
H24 2.434 3.875 2.070  0.521
C13 -2.009 3.537 1.049  -1.899
H25 -2.461 3.454 2.046  0.317
H26 -2.794 3.457 0.290  0.267
H27 -1.569 4.533 0.982  0.543
N2 -1.197 1.238 0.626  1.382
C14 2.758 0.175 1.021  -0.342
C15 3.812 0.218 0.075  1.003
C16 3.787 1.151 -1.110  -1.045
C17 4.864 -0.672 0.280  -0.967
H28 5.654 -0.719 -0.479  0.432
C18 4.925 -1.490 1.396  -0.981
H29 5.737 -2.198 1.529  0.397
C19 3.935 -1.428 2.408  -1.244
H30 3.975 -2.021 3.291  0.516
C20 2.857 -0.559 2.218  1.700
C21 1.812 -0.443 3.276  -1.163
C22 -2.457 0.765 1.010  -0.681
C23 -3.405 0.493 -0.004  0.980
C24 -3.082 0.848 -1.435  -0.884
C25 -4.613 -0.064 0.388  -0.910
H31 -5.347 -0.303 -0.392  0.426
C26 -4.903 -0.319 1.725  -0.952
H32 -5.845 -0.776 2.014  0.395
C27 -3.983 0.020 2.732  -0.992
H33 -4.191 -0.159 3.782  0.442
C28 -2.763 0.585 2.384  1.266
C29 -1.781 0.930 3.453  -1.245
Co1 0.209 -0.447 0.160  1.109
H34 3.384 0.671 -2.019  0.025
H35 4.812 1.474 -1.358  0.493
H36 3.197 2.065 -0.945  -0.139
H37 1.571 0.611 3.481  0.184
H38 2.147 -0.905 4.206  0.567
H39 0.888 -0.951 2.964  0.055
H40 -3.778 0.346 -2.116  0.394
H41 -2.064 0.554 -1.723  -0.167
H42 -3.155 1.929 -1.631  0.272
H43 -0.785 0.563 3.187  -0.094
H44 -2.067 0.458 4.398  0.463
H45 -1.718 2.010 3.638  0.275
H46 0.464 4.015 1.391  0.308
C30 0.364 0.390 -2.868  3.148
Si1 0.338 2.128 -3.288  0.141
H47 1.373 0.108 -3.134  0.420
H48 -0.395 -0.139 -3.439  0.044
C31 1.698 1.970 -4.630  -1.222
C32 0.778 3.508 -2.145  -0.725
C33 -1.343 2.408 -4.018  -0.989
H49 -1.841 1.482 -4.335  0.163
H50 -1.165 3.039 -4.895  0.428
H51 -1.977 2.939 -3.303  0.261
H52 2.652 1.601 -4.217  0.338
H53 1.840 2.973 -5.027  0.434
H54 1.382 1.277 -5.428  0.238
H55 1.611 3.300 -1.468  0.085
H56 -0.090 3.806 -1.549  0.155
H57 1.064 4.343 -2.801  0.553
Cl1 -0.877 -1.806 1.379  -0.621

Forces on atoms 1 to 6 (eV/Å):
O 0.48 1.78 -0.67
O -0.40 -0.22 -0.28
C -1.12 0.75 -0.57
C 0.48 0.27 -0.44
H -0.24 -0.07 0.76
H 0.83 0.16 0.27

Spin multiplicity: 4
E_HOMO (alpha / beta) (eV): -7.5 / -7.6
HOMO-LUMO gap (alpha / beta) (eV): 8.080 / 8.156
LUMO energy (alpha / beta) (eV): 0.61 / 0.58
E_tot (Ha): -3684.0858
Expectation value of S²: 3.76
F_max (eV/A): 2.54



# 2
A molecular structure, C33H57ClN2O2SiSm at a distorted geometry, computed with ωB97M-V with the def2-TZVPD basis set.

Last column: Mulliken charge in e.
Cartesian coordinates (Å):
O1 1.878 -2.207 -3.622  -0.474
O2 0.808 -0.667 -5.067  1.144
C1 3.097 -2.586 -2.990  -0.386
C2 2.958 -3.342 -1.699  -1.090
H1 3.622 -1.664 -2.822  0.281
H2 3.692 -3.152 -3.688  0.526
H3 2.314 -2.814 -0.961  0.034
H4 3.943 -3.453 -1.219  0.459
H5 2.554 -4.355 -1.854  0.262
C3 0.633 -2.724 -3.160  2.137
C4 0.166 -4.001 -3.865  -1.655
H6 -0.107 -1.931 -3.313  -1.201
H7 0.684 -2.882 -2.069  0.002
H8 -0.025 -3.790 -4.926  0.301
H9 -0.763 -4.332 -3.401  0.417
H10 0.924 -4.785 -3.761  0.305
C5 -0.508 -0.031 -5.585  0.375
C6 1.834 -0.852 -6.180  -0.224
C7 -1.639 -0.967 -5.282  -0.991
H11 -0.368 0.140 -6.656  0.561
H12 -0.564 0.918 -5.050  -0.449
H13 -1.449 -1.990 -5.619  0.306
H14 -2.511 -0.594 -5.812  0.492
H15 -1.871 -0.964 -4.228  -0.031
C8 1.526 -2.073 -7.011  -1.313
H16 2.761 -0.929 -5.650  0.151
H17 1.802 0.032 -6.783  0.620
H18 1.341 -2.948 -6.404  0.217
H19 2.411 -2.280 -7.620  0.467
H20 0.690 -1.909 -7.702  0.323
H21 1.139 -0.738 -4.200  -1.040
N1 -0.548 -0.025 1.220  1.302
C9 -1.420 0.384 2.148  0.743
C10 -2.314 1.443 1.979  -1.761
C11 -2.569 2.108 0.777  1.188
C12 -1.522 -0.386 3.425  -1.787
H22 -0.559 -0.788 3.765  0.244
H23 -2.222 -1.243 3.318  0.223
H24 -1.921 0.252 4.204  0.553
C13 -3.832 2.881 0.554  -1.521
H25 -4.425 2.451 -0.253  0.255
H26 -3.621 3.927 0.288  0.251
H27 -4.433 2.858 1.465  0.519
N2 -1.653 2.122 -0.205  1.117
C14 -0.135 -1.393 1.178  -0.424
C15 1.164 -1.761 1.585  1.079
C16 2.192 -0.742 1.960  -1.528
C17 1.482 -3.129 1.612  -0.924
H28 2.482 -3.414 1.954  0.424
C18 0.553 -4.077 1.212  -0.770
H29 0.834 -5.150 1.238  0.383
C19 -0.710 -3.711 0.783  -0.871
H30 -1.441 -4.464 0.453  0.435
C20 -1.079 -2.375 0.770  1.163
C21 -2.464 -1.967 0.343  -1.336
C22 -1.939 2.684 -1.492  -0.380
C23 -1.410 3.954 -1.801  0.526
C24 -0.841 4.833 -0.717  -1.123
C25 -1.454 4.349 -3.125  -0.404
H31 -0.958 5.278 -3.405  0.442
C26 -2.115 3.585 -4.090  -1.209
H32 -2.131 3.893 -5.119  0.429
C27 -2.752 2.382 -3.723  -0.420
H33 -3.314 1.808 -4.454  0.566
C28 -2.697 1.939 -2.417  0.760
C29 -3.353 0.638 -2.020  -1.277
Sm1 0.501 1.331 -0.521  0.246
H34 2.747 -0.382 1.079  0.175
H35 2.934 -1.196 2.623  0.546
H36 1.769 0.131 2.464  0.267
H37 -2.449 -1.052 -0.269  -0.242
H38 -3.133 -1.762 1.205  0.290
H39 -2.933 -2.759 -0.256  0.485
H40 -0.625 5.822 -1.141  0.444
H41 0.091 4.455 -0.273  0.253
H42 -1.549 4.973 0.121  0.248
H43 -3.805 0.675 -1.031  0.497
H44 -2.634 -0.194 -2.034  -0.154
H45 -4.136 0.382 -2.735  0.564
H46 -2.982 1.677 2.820  0.339
C30 1.175 0.348 -2.517  -0.306
Si1 2.220 1.742 -3.177  0.106
H47 0.056 0.274 -2.631  0.201
H48 1.622 -0.503 -1.997  0.802
C31 4.001 1.257 -3.576  -1.251
C32 2.306 3.095 -1.867  -1.667
C33 1.383 2.657 -4.582  -0.473
H49 1.861 3.637 -4.716  0.465
H50 0.339 2.868 -4.337  -0.335
H51 1.407 2.144 -5.542  0.217
H52 4.576 1.191 -2.663  0.373
H53 4.456 2.032 -4.195  0.378
H54 4.100 0.311 -4.108  0.284
H55 2.655 2.786 -0.862  0.422
H56 1.350 3.664 -1.762  0.391
H57 3.036 3.814 -2.245  0.460
Cl1 1.433 2.649 1.448  -0.419

Forces on atoms 1 to 6 (eV/Å):
O -0.32 -0.87 -0.26
O -1.88 0.71 -7.59
C -0.16 -0.10 0.32
C -0.17 -0.23 0.93
H 0.35 0.59 0.19
H 0.17 -0.37 -0.43

Spin multiplicity: 6
Total charge: +1
E_HOMO (alpha / beta) (eV): -10.1 / -10.1
HOMO-LUMO gap (alpha / beta) (eV): 7.940 / 8.178
LUMO energy (alpha / beta) (eV): -2.13 / -1.91
E_tot (Ha): -2959.0666
Expectation value of S²: 8.76
F_max (eV/A): 7.85